78
Properties=species:S:1:pos:R:3 method="wB97M-V/def2-TZVPD" s_squared=8.79 de_lowest_kj_mol=30.5 spin_multiplicity=6 fmax_ev_per_a=0.2 charge=+3 gap_ha="0.2415 / 0.1953" energy_ha=-8848.2575
H 4.819 4.333 3.181
H -3.397 -2.463 -0.303
H 0.111 3.451 0.509
As -1.719 -0.975 -1.559
H -7.508 2.402 -0.110
C -2.527 0.811 -1.495
C 2.975 0.398 1.299
C 4.243 1.921 2.784
H -2.532 -0.205 1.228
H -0.843 3.311 2.010
H -6.454 0.723 3.585
H -0.960 -2.027 -3.720
O 4.814 4.750 1.131
Ir 0.748 -0.553 -0.576
C 2.234 -2.551 -2.440
H -8.098 2.171 1.557
H -0.294 -0.777 2.892
N 5.060 2.664 2.012
C -4.583 0.886 -0.084
H 2.553 1.282 0.830
H 0.895 2.955 2.022
C 4.363 -2.225 -4.250
C 3.896 -1.111 -3.575
H -1.698 1.453 -1.801
H 2.369 -5.783 -3.411
C -3.116 1.355 -0.172
I 4.743 0.737 -3.874
H -0.845 -0.261 -3.824
C 3.944 0.535 2.269
C 3.012 -1.896 1.454
H 5.196 -0.543 3.646
I 4.572 -5.056 -5.122
C 2.697 -3.667 -3.140
As -5.665 1.581 1.388
H -0.136 -3.784 -0.562
C -0.020 2.894 1.433
H -4.078 -1.836 -1.835
H 5.437 2.270 1.164
H 0.525 -5.873 -1.756
N 1.236 -2.610 -1.538
C 3.795 -3.482 -4.063
C -5.671 0.398 2.903
C 2.056 -4.889 -2.887
N 2.482 -0.789 0.922
C -0.090 0.292 2.877
H 5.188 -2.113 -4.940
H -7.804 0.749 0.517
H -3.267 0.870 -2.295
C -3.093 2.886 -0.252
H -4.676 -0.200 0.018
C 4.461 -0.615 2.854
H -2.425 -1.061 -3.984
H -4.711 0.399 3.413
C 5.325 4.062 2.257
As -0.389 1.017 1.105
C 4.010 -1.848 2.413
O 2.319 -0.236 -2.046
C -7.472 1.760 0.767
H -5.135 1.206 -0.971
H -2.700 1.387 1.962
H -0.734 0.805 3.590
H -5.899 -0.596 2.512
H 2.601 -2.841 1.122
H -2.081 3.261 -0.391
H 6.398 4.218 2.367
H -3.487 3.341 0.663
C 0.652 -3.775 -1.306
C 2.801 -1.226 -2.659
H 0.948 0.463 3.158
O 3.700 2.283 3.807
H -3.692 3.243 -1.093
H 4.400 -2.766 2.828
C -1.460 -1.091 -3.479
C -2.348 0.863 1.067
C 1.031 -4.942 -1.970
C -3.191 -2.238 -1.347
H -2.902 -3.157 -1.856
H 5.087 5.676 1.175